Record 1
{
  "formula": "C22H60AsF6N5O5",
  "method": "ωB97M-V with the def2-TZVPD basis set",
  "homo_energy_ev": -8.9,
  "orbital_gap_ev": 8.06,
  "largest_force_ev_per_a": 3.05,
  "lumo_ev": -0.80,
  "elements": ["N", "H", "H", "H", "H", "As", "F", "F", "F", "F", "F", "F", "C", "C", "C", "C", "C", "C", "N", "O", "C", "C", "C", "H", "H", "H", "H", "H", "H", "H", "H", "H", "H", "H", "H", "H", "H", "H", "H", "H", "H", "H", "C", "O", "H", "H", "H", "H", "C", "C", "C", "O", "C", "N", "H", "H", "H", "H", "H", "H", "H", "H", "H", "H", "H", "C", "C", "C", "O", "C", "N", "H", "H", "H", "H", "H", "H", "H", "H", "H", "H", "H", "C", "C", "C", "O", "C", "N", "H", "H", "H", "H", "H", "H", "H", "H", "H", "H", "H"],
  "coordinates": [[1.253, 0.263, -2.184], [2.140, -0.035, -2.564], [0.607, -0.172, -2.827], [0.986, 1.227, -2.048], [1.170, -0.174, -1.277], [3.181, 3.800, -6.018], [4.054, 2.515, -7.053], [4.175, 3.393, -4.576], [2.336, 4.955, -4.997], [2.224, 4.235, -7.500], [1.991, 2.536, -5.590], [4.427, 5.049, -6.524], [-4.356, -1.149, 2.814], [-4.938, -2.018, 1.636], [-6.501, -2.232, 1.843], [-7.258, -0.951, 1.576], [-6.907, -0.607, 0.097], [-5.431, -0.418, -0.257], [-4.636, -1.547, 0.281], [-3.265, -1.419, -0.046], [-5.324, -0.439, -1.783], [-4.899, 0.958, 0.345], [-4.450, -3.480, 1.759], [-3.343, -0.797, 2.620], [-4.429, -1.743, 3.726], [-4.897, -0.207, 2.893], [-6.877, -3.078, 1.268], [-6.595, -2.487, 2.898], [-6.903, -0.065, 2.102], [-8.318, -1.176, 1.694], [-7.529, 0.271, -0.077], [-7.383, -1.378, -0.509], [-5.396, -1.475, -2.115], [-6.079, 0.118, -2.337], [-4.366, -0.127, -2.199], [-5.282, 1.131, 1.351], [-3.823, 1.128, 0.318], [-5.289, 1.759, -0.283], [-4.610, -3.818, 2.783], [-3.374, -3.562, 1.605], [-4.943, -4.126, 1.033], [-3.115, -2.158, -0.640], [-1.670, -2.797, -5.079], [-1.153, -1.521, -4.698], [-1.269, -3.160, -6.025], [-1.487, -3.527, -4.290], [-2.728, -2.649, -5.293], [-1.447, -0.914, -5.381], [1.662, -1.924, 3.623], [2.133, -2.038, 2.191], [2.342, -3.441, 1.560], [1.144, -4.154, 1.570], [0.877, -5.070, 0.474], [1.171, -1.264, 1.390], [2.291, -2.472, 4.325], [0.709, -2.444, 3.722], [1.513, -0.962, 4.113], [3.002, -1.451, 1.892], [3.134, -4.074, 1.962], [2.511, -3.337, 0.488], [0.020, -5.614, 0.870], [1.591, -5.893, 0.494], [0.682, -4.736, -0.545], [0.779, -0.640, 2.081], [0.431, -1.922, 1.192], [5.809, 0.935, 0.148], [6.501, -0.295, -0.604], [7.578, -1.043, 0.343], [6.875, -2.050, 0.978], [6.803, -1.848, 2.333], [5.293, -1.077, -0.968], [5.396, 0.611, 1.103], [5.118, 1.504, -0.475], [6.663, 1.612, 0.191], [7.060, 0.077, -1.463], [8.247, -0.377, 0.888], [8.361, -1.530, -0.238], [7.766, -1.759, 2.836], [6.311, -2.732, 2.740], [6.098, -1.022, 2.428], [4.868, -1.322, -0.085], [5.744, -1.951, -1.197], [1.940, 5.873, -0.249], [1.113, 4.785, 0.479], [0.196, 5.314, 1.610], [-0.335, 4.194, 2.340], [-1.331, 4.536, 3.287], [0.388, 4.046, -0.539], [1.296, 6.528, -0.837], [2.794, 5.521, -0.827], [2.455, 6.614, 0.362], [1.818, 4.215, 1.083], [-0.561, 5.930, 1.124], [0.728, 5.937, 2.329], [-1.503, 3.634, 3.874], [-2.232, 4.732, 2.706], [-1.289, 5.417, 3.927], [-0.529, 3.832, -0.174], [0.294, 4.669, -1.329]],
  "lowdin_charge": [0.3617, 0.1545, 0.1307, 0.1434, 0.1148, 0.9187, -0.3419, -0.3211, -0.2918, -0.3121, -0.3301, -0.3194, -0.0128, -0.4703, -0.1446, -0.1695, -0.1462, -0.4739, -0.1199, -0.0185, -0.0466, -0.0123, -0.0535, 0.0761, 0.0800, 0.0534, 0.1181, 0.1141, 0.0956, 0.1143, 0.1196, 0.1175, 0.0823, 0.0857, 0.0740, 0.0562, 0.0743, 0.0765, 0.0804, 0.0705, 0.0827, 0.0973, -0.1511, -0.1414, 0.0775, 0.0782, 0.0771, 0.0764, -0.0634, -0.4055, -0.1967, -0.2119, -0.0754, 0.0245, 0.0775, 0.0844, 0.0819, 0.1148, 0.1282, 0.1121, 0.0858, 0.0844, 0.0853, 0.0612, 0.0593, -0.0628, -0.3471, -0.1970, -0.2061, -0.1220, 0.0203, 0.0577, 0.0661, 0.0665, 0.1259, 0.1227, 0.1137, 0.0968, 0.0898, 0.0805, 0.0395, 0.0611, -0.0607, -0.4300, -0.1967, -0.1970, -0.1198, 0.0419, 0.0782, 0.0828, 0.0718, 0.1250, 0.1242, 0.1247, 0.0867, 0.0800, 0.0860, 0.0604, 0.0659]
}



Record 2
{
  "formula": "C2H6NO",
  "method": "ωB97M-V with the def2-TZVPD basis set",
  "homo_energy_ev": -0.7,
  "de_lowest_kcal_mol": 33.7,
  "orbital_gap_ev": 5.71,
  "largest_force_ev_per_a": 0.47,
  "lumo_ev": 5.05,
  "total_charge": -1,
  "elements": ["O", "H", "C", "C", "N", "H", "H", "H", "H", "H"],
  "coordinates": [[-1.041, 1.431, 0.376], [-0.295, 1.619, 0.962], [-0.401, 0.419, -0.605], [0.803, -0.235, -0.182], [0.720, -1.591, 0.393], [-1.254, -0.267, -0.726], [-0.262, 1.024, -1.512], [1.765, 0.033, -0.602], [-0.228, -1.930, 0.267], [0.885, -1.591, 1.393]],
  "nbo_charge": [-0.8956, 0.4330, -0.1881, -0.5130, -0.8836, 0.1230, 0.1444, 0.1448, 0.3165, 0.3187]
}



Record 3
{
  "formula": "C5H15N",
  "method": "ωB97M-V with the def2-TZVPD basis set",
  "homo_energy_ev": -9.3,
  "de_lowest_kcal_mol": 9.5,
  "orbital_gap_ev": 10.50,
  "largest_force_ev_per_a": 1.54,
  "lumo_ev": 1.19,
  "smiles": "CCC.CCN",
  "elements": ["C", "C", "C", "H", "H", "H", "H", "H", "H", "H", "H", "C", "C", "N", "H", "H", "H", "H", "H", "H", "H"],
  "coordinates": [[2.081, 1.668, 5.322], [2.054, 0.484, 4.352], [0.711, -0.244, 4.347], [3.024, 2.224, 5.301], [1.951, 1.248, 6.326], [1.219, 2.307, 5.096], [2.847, -0.216, 4.672], [2.390, 0.703, 3.331], [0.280, -0.379, 5.332], [0.029, 0.172, 3.622], [0.915, -1.267, 4.012], [-2.241, 0.169, -3.955], [-1.210, -0.883, -4.374], [-1.283, -1.349, -5.752], [-3.151, -0.270, -3.514], [-1.869, 0.863, -3.208], [-2.711, 0.681, -4.805], [-0.225, -0.462, -4.138], [-1.249, -1.763, -3.739], [-2.250, -1.410, -6.059], [-0.848, -0.698, -6.395]],
  "nbo_charge": [-0.6039, -0.3941, -0.6131, 0.2090, 0.2003, 0.1996, 0.1876, 0.1975, 0.2046, 0.2056, 0.2070, -0.6388, -0.2258, -0.8286, 0.2031, 0.2127, 0.2070, 0.1867, 0.1846, 0.3479, 0.3513]
}



Record 4
{
  "formula": "C24H43BaNP2",
  "method": "ωB97M-V with the def2-TZVPD basis set",
  "homo_energy_ev": [-4.9, -4.8],
  "orbital_gap_ev": [4.28, 4.20],
  "largest_force_ev_per_a": 3.27,
  "lumo_ev": [-0.58, -0.61],
  "elements": ["P", "P", "C", "C", "H", "H", "H", "H", "C", "H", "H", "H", "C", "H", "H", "H", "C", "H", "H", "H", "C", "H", "H", "H", "Ba", "C", "C", "C", "C", "C", "C", "C", "C", "C", "H", "H", "H", "H", "H", "H", "H", "H", "H", "H", "H", "H", "H", "H", "H", "C", "N", "C", "C", "C", "C", "C", "C", "C", "C", "H", "H", "H", "H", "H", "H", "H", "H", "H", "H", "H", "H"],
  "coordinates": [[-1.536, 0.680, 1.794], [-0.409, 2.819, -1.994], [-0.957, 1.787, 0.458], [-1.737, 2.148, -0.812], [0.052, 1.360, 0.144], [-0.710, 2.731, 0.970], [-2.203, 1.252, -1.289], [-2.494, 2.931, -0.681], [-1.062, 4.378, -2.702], [-0.192, 5.051, -2.789], [-1.814, 4.851, -2.054], [-1.463, 4.217, -3.711], [-0.712, 1.560, -3.306], [-1.582, 1.779, -3.954], [-0.834, 0.567, -2.836], [0.181, 1.504, -3.939], [-2.212, 1.605, 3.204], [-1.767, 1.221, 4.141], [-3.294, 1.431, 3.259], [-2.038, 2.693, 3.150], [-2.676, -0.591, 1.273], [-2.349, -1.005, 0.301], [-3.716, -0.221, 1.216], [-2.654, -1.422, 2.000], [-4.077, -0.440, -2.418], [-5.519, 1.081, -3.841], [-4.728, 1.981, -3.165], [-5.240, 3.025, -2.202], [-5.769, 2.427, -0.883], [-5.313, 1.012, -0.709], [-6.072, -0.098, -0.931], [-7.068, -0.231, -2.069], [-6.875, 0.567, -3.413], [-0.025, -0.051, 2.491], [-5.288, 0.845, -4.896], [-3.674, 2.151, -3.488], [-6.006, 3.690, -2.645], [-4.396, 3.691, -1.981], [-5.406, 3.035, -0.031], [-6.865, 2.509, -0.838], [-4.274, 0.976, -0.302], [-5.978, -1.013, -0.292], [-8.078, 0.033, -1.693], [-7.144, -1.309, -2.317], [-7.221, -0.110, -4.228], [-7.620, 1.389, -3.396], [0.351, -0.896, 1.895], [-0.184, -0.417, 3.517], [0.757, 0.728, 2.521], [1.676, -2.921, -0.976], [1.802, -1.495, -1.187], [2.019, -1.150, -2.572], [2.603, -0.831, -0.185], [2.828, 0.655, -0.345], [4.162, 1.132, -0.376], [4.431, 2.492, -0.504], [3.371, 3.393, -0.585], [2.045, 2.915, -0.504], [1.801, 1.566, -0.398], [2.642, -3.450, -1.077], [0.979, -3.335, -1.714], [1.299, -3.111, 0.035], [1.723, -0.115, -2.774], [3.070, -1.274, -2.887], [1.402, -1.821, -3.183], [2.091, -1.016, 0.774], [3.594, -1.322, -0.113], [4.973, 0.406, -0.293], [5.462, 2.848, -0.522], [3.546, 4.457, -0.704], [1.235, 3.654, -0.530]],
  "lowdin_charge": [0.8791, 0.9355, -0.3939, -0.3657, 0.0104, 0.0977, -0.0087, 0.0675, -0.2879, 0.0279, 0.0320, 0.0302, -0.3001, 0.0219, 0.0164, 0.0319, -0.1789, 0.0556, 0.0553, 0.0657, -0.1954, 0.0462, 0.0475, 0.0718, 1.6639, -0.4588, -0.3887, -0.2149, -0.2085, -0.4450, -0.4743, -0.2682, -0.2430, -0.1803, 0.0759, 0.0643, 0.1069, 0.0803, 0.0995, 0.1096, 0.0204, 0.0735, 0.1017, 0.0905, 0.1046, 0.1060, 0.0452, 0.0581, 0.0790, -0.1235, -0.2848, -0.1004, -0.2008, -0.2799, -0.0745, -0.1271, -0.1145, -0.2391, -0.1534, 0.0838, 0.0732, 0.0719, 0.0628, 0.0899, 0.0753, 0.0874, 0.1120, 0.0911, 0.0891, 0.0816, 0.0203]
}



Record 5
{
  "formula": "C3H11NO2S",
  "method": "ωB97M-V with the def2-TZVPD basis set",
  "homo_energy_ev": -9.0,
  "de_lowest_kcal_mol": 3.9,
  "orbital_gap_ev": 9.69,
  "largest_force_ev_per_a": 1.20,
  "lumo_ev": 0.65,
  "smiles": "N[C@@H](CO)CS.O",
  "elements": ["N", "C", "C", "O", "C", "S", "H", "H", "H", "H", "H", "H", "H", "H", "H", "O", "H", "H"],
  "coordinates": [[0.291, -2.028, 0.067], [0.599, -0.747, 0.719], [-0.577, 0.201, 0.612], [-0.661, 0.648, -0.738], [0.940, -0.974, 2.174], [2.179, -2.270, 2.509], [1.085, -2.649, 0.121], [-0.018, -1.889, -0.888], [1.412, -0.260, 0.167], [-1.514, -0.292, 0.862], [-0.400, 1.008, 1.317], [-1.161, 1.472, -0.745], [1.352, -0.079, 2.618], [0.044, -1.237, 2.735], [3.246, -1.500, 2.260], [-2.048, 3.225, -4.717], [-1.793, 4.148, -4.618], [-2.975, 3.223, -4.457]],
  "nbo_charge": [-0.8575, -0.0903, -0.0646, -0.7252, -0.5117, -0.0406, 0.3726, 0.3736, 0.1774, 0.1717, 0.1604, 0.4726, 0.2195, 0.2255, 0.1164, -0.9319, 0.4660, 0.4660]
}



Record 6
{
  "formula": "C28H29BeN6O",
  "method": "ωB97M-V with the def2-TZVPD basis set",
  "homo_energy_ev": -10.4,
  "orbital_gap_ev": 8.02,
  "largest_force_ev_per_a": 3.96,
  "lumo_ev": -2.38,
  "total_charge": 1,
  "elements": ["Be", "C", "C", "C", "C", "C", "N", "C", "C", "C", "C", "C", "C", "C", "N", "C", "C", "C", "N", "C", "C", "N", "C", "C", "C", "N", "H", "H", "H", "H", "H", "H", "H", "H", "H", "H", "H", "H", "H", "H", "H", "H", "H", "H", "O", "C", "C", "C", "C", "C", "C", "C", "C", "N", "H", "H", "H", "H", "H", "H", "H", "H", "H", "H", "H"],
  "coordinates": [[0.410, -0.641, 0.561], [1.549, 5.586, 1.715], [0.890, 4.338, 1.099], [0.946, 4.032, -0.275], [0.481, 2.848, -0.798], [0.006, 1.822, 0.036], [-0.310, 0.525, -0.422], [-1.679, 0.231, -0.597], [-2.604, 1.252, -0.739], [-3.941, 0.954, -0.881], [-4.466, -0.338, -1.017], [-5.932, -0.609, -1.281], [-3.542, -1.371, -0.813], [-2.185, -1.099, -0.605], [-1.364, -2.284, -0.344], [-1.738, -3.542, -0.454], [-0.828, -4.316, 0.283], [0.039, -3.423, 0.822], [-0.277, -2.166, 0.441], [0.012, 2.098, 1.389], [0.418, 3.308, 1.925], [-0.480, 1.075, 2.272], [-1.504, 1.151, 3.158], [-1.597, -0.116, 3.727], [-0.698, -0.882, 3.073], [0.030, -0.191, 2.219], [0.802, 6.216, 2.139], [2.098, 6.135, 0.921], [2.245, 5.289, 2.500], [1.442, 4.728, -0.930], [0.552, 2.614, -1.805], [-2.299, 2.294, -0.621], [-4.654, 1.762, -0.935], [-6.160, -1.453, -1.901], [-6.480, 0.270, -1.643], [-6.427, -0.793, -0.321], [-3.932, -2.410, -0.733], [-2.565, -3.925, -1.037], [-0.862, -5.375, 0.414], [0.867, -3.580, 1.437], [0.491, 3.299, 2.979], [-1.996, 2.077, 3.356], [-2.256, -0.407, 4.516], [-0.445, -1.944, 3.246], [0.452, -0.189, -3.071], [1.799, -0.544, -3.325], [2.186, -2.011, -3.102], [2.063, -2.538, -1.607], [2.718, -1.659, -0.551], [4.144, -1.725, -0.489], [4.873, -0.877, 0.337], [4.188, 0.096, 1.089], [2.811, 0.043, 1.069], [2.113, -0.828, 0.330], [0.225, 0.045, -2.112], [2.491, 0.132, -2.706], [2.043, -0.354, -4.298], [3.184, -2.018, -3.520], [1.563, -2.700, -3.679], [2.527, -3.520, -1.556], [1.020, -2.569, -1.384], [4.711, -2.476, -1.057], [5.939, -0.918, 0.311], [4.714, 0.857, 1.625], [2.176, 0.715, 1.616]],
  "nbo_charge": [1.6680, -0.6273, 0.0105, -0.1814, -0.2236, 0.2264, -0.9865, 0.1354, -0.2545, -0.1698, -0.0180, -0.6394, -0.2100, 0.1267, -0.1281, 0.0111, -0.3076, -0.0040, -0.5241, 0.0489, -0.2136, -0.1492, 0.0304, -0.3196, 0.0131, -0.4973, 0.2307, 0.2256, 0.2244, 0.2229, 0.2319, 0.2316, 0.2161, 0.2288, 0.2299, 0.2245, 0.2149, 0.2490, 0.2508, 0.2258, 0.2207, 0.2455, 0.2503, 0.2312, -0.7710, -0.0485, -0.4014, -0.4614, 0.2875, -0.2399, -0.1245, -0.2448, 0.0645, -0.6727, 0.5000, 0.1412, 0.1847, 0.2102, 0.2216, 0.2369, 0.2247, 0.2346, 0.2333, 0.2399, 0.2144]
}